ORCA calculation (the ωB97M-V functional and the def2-TZVPD basis) on C34H39B3CdCl2N5O24 as an isolated structure in a non-equilibrium geometry.

ORCA input file:
```
! wB97M-V def2-TZVPD RIJCOSX def2/J DEFGRID3
* xyz -1 1
Cd -1.8931 3.9215 2.7477
O 0.0947 -3.3494 -0.9805
C 0.0930 -2.1638 -0.9181
O -0.0504 -1.3109 0.0884
B 0.1832 0.0608 -0.4088
O 0.3114 -0.0433 -1.8618
C 0.3330 -1.3389 -2.1924
O 0.5160 -1.7502 -3.2957
O 1.3966 0.6590 0.1940
C 1.0392 1.7219 0.8595
O 1.7675 2.5491 1.3337
C -0.4805 1.8884 0.6936
O -0.9617 0.9034 0.0137
O -1.1164 2.7963 1.1790
O -1.2841 2.2117 3.9172
C -1.4098 1.0233 4.1590
O -1.2940 0.0633 3.3346
B -1.3906 -1.2108 4.1202
O -2.0661 -0.7803 5.3433
C -2.0073 0.5303 5.4972
O -2.3455 1.1567 6.4412
O -2.1495 -2.2778 3.4729
C -1.3754 -3.3308 3.2266
O -1.6338 -4.3640 2.6864
C 0.0440 -2.9716 3.7320
O -0.0566 -1.7644 4.2409
O 1.0033 -3.6887 3.7103
O -5.3729 3.2392 -0.3031
C -5.2488 2.2891 0.3952
O -5.6952 1.0786 0.2005
B -5.1109 0.1731 1.2352
O -4.4531 1.1018 2.2176
C -4.3976 2.2667 1.6953
O -3.7800 3.2376 2.1087
O -4.1369 -0.7016 0.6038
C -4.4903 -1.9563 0.7997
O -3.9751 -2.9580 0.4281
C -5.8066 -1.9377 1.5707
O -6.0740 -0.6944 1.9526
O -6.4203 -2.9224 1.8684
C -3.9415 -2.2569 -4.5301
C -5.4212 -1.9515 -4.7827
C -5.7042 -1.0422 -5.9953
C -4.9330 0.1886 -6.0451
N -4.3611 1.1873 -6.1050
H -3.8535 -2.7648 -3.5698
H -3.2654 -1.4010 -4.4831
H -3.4855 -2.8784 -5.3068
H -5.8132 -1.4243 -3.9131
H -5.9813 -2.8658 -4.9714
H -6.7556 -0.7433 -5.9254
H -5.6920 -1.6429 -6.9062
C 4.4852 4.1992 5.2338
C 2.9782 4.2620 5.0712
C 2.5958 5.0573 3.8159
C 1.2193 4.8911 3.3663
N 0.1838 4.5955 2.9928
H 4.9015 3.7383 4.3374
H 4.7465 3.5146 6.0414
H 4.9761 5.1542 5.4151
H 2.5300 4.6567 5.9835
H 2.5405 3.2762 4.8934
H 3.1780 4.6577 2.9804
H 2.7765 6.1194 3.9901
C 1.4617 -3.5294 -3.9570
C 2.1103 -4.7567 -3.3082
C 1.4664 -6.0962 -3.5950
C 0.0565 -6.3126 -3.2906
N -1.0539 -6.4811 -3.0499
H 0.4521 -3.3499 -3.5807
H 1.4168 -3.6513 -5.0387
H 2.0142 -2.6555 -3.6096
H 2.1880 -4.5895 -2.2336
H 3.1333 -4.9909 -3.6213
H 1.9466 -6.8925 -3.0093
H 1.6667 -6.4376 -4.6164
C 2.2723 1.5980 -2.5982
C 0.8549 2.1069 -2.9211
C 0.2466 1.5427 -4.1960
C -1.0435 2.1715 -4.5726
N -2.0401 2.6605 -4.8592
H 2.3165 0.5057 -2.5833
H 2.4492 1.9331 -1.5743
H 3.0577 1.9681 -3.2535
H 1.0381 3.1817 -3.0355
H 0.1804 2.0387 -2.0732
H -0.0640 0.4981 -4.0862
H 0.9360 1.5416 -5.0399
C 3.0836 0.5691 2.8197
C 3.5403 -0.4458 1.7475
C 2.6044 -1.6399 1.6610
C 2.9655 -2.5357 0.5516
N 3.2900 -3.1762 -0.3453
H 2.1366 0.2384 3.2652
H 2.7664 1.5154 2.3778
H 3.7759 0.6770 3.6511
H 4.5925 -0.6573 1.9235
H 3.4210 -0.0216 0.7449
H 1.5618 -1.3263 1.6160
H 2.6701 -2.3025 2.5326
Cl 5.8719 3.7001 1.6932
C 4.5000 3.0118 0.7671
C 4.8554 1.6994 0.1460
Cl 5.9434 1.8069 -1.2840
H 4.2584 3.8082 0.0669
H 3.6623 2.9031 1.4543
H 3.9591 1.2535 -0.2802
H 5.2693 1.0354 0.9000
*
```

Computed properties:
Lowest unoccupied orbital energy: -0.6 eV
HOMO: -7.37 eV
HOMO-LUMO gap: 6.78 eV
Calculated total energy: -4561.83557 a.u.

Löwdin atomic charge list, values in e, 99 entries: atom 1 (Cd): 1.453, atom 2 (O): 0.199, atom 3 (C): -0.366, atom 4 (O): 0.222, atom 5 (B): -0.871, atom 6 (O): 0.135, atom 7 (C): -0.313, atom 8 (O): 0.057, atom 9 (O): 0.220, atom 10 (C): -0.361, atom 11 (O): 0.079, atom 12 (C): -0.351, atom 13 (O): 0.308, atom 14 (O): -0.020, atom 15 (O): -0.032, atom 16 (C): -0.375, atom 17 (O): 0.284, atom 18 (B): -0.875, atom 19 (O): 0.260, atom 20 (C): -0.387, atom 21 (O): 0.179, atom 22 (O): 0.241, atom 23 (C): -0.367, atom 24 (O): 0.187, atom 25 (C): -0.386, atom 26 (O): 0.233, atom 27 (O): 0.153, atom 28 (O): 0.178, atom 29 (C): -0.409, atom 30 (O): 0.257, atom 31 (B): -0.824, atom 32 (O): 0.283, atom 33 (C): -0.358, atom 34 (O): -0.027, atom 35 (O): 0.246, atom 36 (C): -0.402, atom 37 (O): 0.194, atom 38 (C): -0.389, atom 39 (O): 0.234, atom 40 (O): 0.165, atom 41 (C): -0.103, atom 42 (C): -0.245, atom 43 (C): -0.208, atom 44 (C): -0.232, atom 45 (N): 0.144, atom 46 (H): 0.074, atom 47 (H): 0.064, atom 48 (H): 0.075, atom 49 (H): 0.107, atom 50 (H): 0.105, atom 51 (H): 0.113, atom 52 (H): 0.114, atom 53 (C): -0.102, atom 54 (C): -0.238, atom 55 (C): -0.148, atom 56 (C): -0.132, atom 57 (N): 0.119, atom 58 (H): 0.029, atom 59 (H): 0.080, atom 60 (H): 0.082, atom 61 (H): 0.114, atom 62 (H): 0.112, atom 63 (H): 0.109, atom 64 (H): 0.134, atom 65 (C): -0.108, atom 66 (C): -0.247, atom 67 (C): -0.217, atom 68 (C): -0.238, atom 69 (N): 0.134, atom 70 (H): 0.065, atom 71 (H): 0.086, atom 72 (H): 0.080, atom 73 (H): 0.072, atom 74 (H): 0.103, atom 75 (H): 0.116, atom 76 (H): 0.114, atom 77 (C): -0.072, atom 78 (C): -0.236, atom 79 (C): -0.160, atom 80 (C): -0.217, atom 81 (N): 0.128, atom 82 (H): 0.087, atom 83 (H): 0.053, atom 84 (H): 0.080, atom 85 (H): 0.115, atom 86 (H): 0.094, atom 87 (H): 0.101, atom 88 (H): 0.126, atom 89 (C): -0.063, atom 90 (C): -0.236, atom 91 (C): -0.166, atom 92 (C): -0.183, atom 93 (N): 0.184, atom 94 (H): 0.082, atom 95 (H): 0.019, atom 96 (H): 0.080, atom 97 (H): 0.115, atom 98 (H): 0.062, atom 99 (H): 0.101